Entry 1:
Computed, not measured: C50H41Br2FeN6O2 as an isolated structure in a non-equilibrium geometry, with ωB97M-V/def2-TZVPD.

Positions of all 102 atoms, in Å:
Fe  0.04119  -0.15202  0.64641
C  -0.06501  -2.87668  -2.56553
C  -1.44882  -3.12192  -2.62220
C  -2.26464  -2.66143  -1.59318
C  -1.71716  -1.85316  -0.56983
N  -0.37294  -1.60608  -0.56199
C  0.42872  -2.25376  -1.45558
C  -2.51171  -1.10321  0.47025
C  -3.84228  -1.30331  0.79878
C  -4.39636  -0.70373  1.96107
C  -3.59799  0.16086  2.69450
C  -2.26496  0.37528  2.27060
N  -1.79919  -0.19402  1.14603
C  -1.21250  1.10544  2.98568
C  -1.37458  1.91100  4.13045
C  -0.28674  2.64364  4.60719
C  0.95826  2.48054  3.98512
C  1.07619  1.60693  2.91976
N  0.03397  0.94457  2.39734
H  0.56890  -3.26839  -3.38958
H  -1.95906  -3.61175  -3.47916
H  -3.28708  -3.03089  -1.55019
H  1.49430  -2.19108  -1.26026
H  -4.47092  -1.96249  0.15597
H  -5.42860  -0.92662  2.25920
H  -3.94636  0.74148  3.53739
H  -2.33854  1.98683  4.60332
H  -0.48555  3.24601  5.49176
H  1.85898  3.00306  4.37813
H  1.99653  1.35459  2.44688
C  -1.17925  0.31972  -5.29022
C  -0.62511  1.64601  -5.71740
C  -0.05183  1.73354  -6.97680
C  0.33794  2.95445  -7.55580
C  0.26158  4.14259  -6.81314
C  -0.26889  4.08322  -5.49372
C  -0.63120  2.84069  -4.94913
N  -1.02163  2.80091  -3.55503
C  -0.19244  2.59988  -2.42593
N  0.86574  1.77572  -2.64268
C  1.79857  1.21247  -1.71311
C  1.41367  0.61238  -0.47878
C  2.42598  0.19015  0.36363
C  3.76830  0.53163  0.15637
C  4.11986  1.02629  -1.04921
C  3.13898  1.27630  -2.05841
C  3.56486  1.48044  -3.49426
N  -0.41885  3.19568  -1.28747
C  -1.62676  3.44825  -0.69024
C  -2.81880  2.73814  -1.04587
C  -4.03957  3.07422  -0.49866
C  -4.14157  4.16556  0.39196
C  -2.98289  4.87414  0.72621
C  -1.72742  4.42776  0.33171
C  -0.51317  5.11967  0.93872
H  -1.90210  -0.10389  -6.02734
H  -1.69577  0.41952  -4.32710
H  -0.37184  -0.39684  -5.19298
H  0.03948  0.83013  -7.56446
H  0.65394  2.95748  -8.59560
H  0.55045  5.07435  -7.23096
H  -0.42179  4.97134  -4.85691
H  -1.84211  3.38542  -3.35631
H  1.08869  1.56276  -3.61212
H  2.18715  -0.44698  1.22768
H  4.45946  0.31778  0.94579
H  5.16611  1.22170  -1.28554
H  4.60897  1.11826  -3.61712
H  3.46972  2.50552  -3.89395
H  2.99093  0.80253  -4.19818
H  -2.64063  1.83368  -1.63518
H  -4.94410  2.49206  -0.71361
H  -5.08995  4.43100  0.89146
H  -3.08933  5.79095  1.25467
H  -0.22604  4.64344  1.86339
H  -0.68823  6.19291  1.07781
H  0.32429  4.95661  0.23130
Br  -1.94905  -4.47404  6.35129
C  -1.02837  -3.71712  4.94513
C  -0.02628  -2.79615  5.20873
C  0.57633  -2.12647  4.10500
C  0.17431  -2.39875  2.84716
C  -0.77975  -3.39265  2.62029
C  -1.40700  -4.07589  3.66175
H  0.25735  -2.58550  6.20756
H  1.42672  -1.45248  4.26104
H  -1.06682  -3.60513  1.59189
H  -2.14808  -4.85556  3.43619
Br  1.37929  -7.96271  1.54287
C  2.58729  -6.62902  2.13433
C  2.98243  -6.54610  3.52408
C  3.49161  -5.34330  3.99069
C  3.63666  -4.22024  3.11720
C  3.44594  -4.39326  1.74390
C  2.84780  -5.58067  1.28230
C  3.74139  -2.88421  3.70679
O  3.74132  -2.74268  4.96569
O  3.73775  -1.96457  2.86547
H  2.73781  -7.36371  4.18196
H  3.81839  -5.27256  5.00007
H  3.63411  -3.52380  1.10929
H  2.71937  -5.66265  0.20352

Force components x, y, z for each atom (eV/Å):
2.3 1.4 0.6
-0.8 -1.2 -1.2
-0.4 0.5 -0.2
0.2 -0.1 0.7
0.4 0.2 -1.4
-1.4 -3.0 -0.9
-0.1 1.1 0.7
-0.4 0.0 0.0
-1.0 -0.8 0.0
0.5 0.0 -0.9
1.0 0.3 -0.4
-0.8 -0.7 -0.5
-2.0 -0.7 0.9
1.7 0.9 0.2
0.4 -0.5 -1.3
-0.1 -0.8 -0.3
0.3 0.8 1.1
-1.0 -0.4 -0.1
-1.3 0.9 2.0
-0.3 0.4 1.0
0.8 0.2 0.7
0.0 0.5 0.0
-0.1 0.3 -0.1
0.6 0.5 0.8
0.5 0.2 -0.2
-0.2 -0.4 0.2
-0.2 0.0 0.1
0.5 0.1 -0.3
-0.8 -0.5 -0.4
0.7 0.2 -0.1
-0.6 0.0 0.4
0.5 0.9 -0.1
-0.1 0.8 -0.7
-0.1 -0.1 0.8
-1.1 -1.3 1.1
0.5 -0.5 -0.7
0.1 -0.5 0.5
-0.8 0.3 0.1
-0.9 0.6 0.0
0.0 -0.5 -0.6
-0.2 0.4 1.3
0.6 0.9 -1.6
0.1 0.2 -0.1
-0.7 -0.8 1.0
-0.1 0.5 -1.8
0.7 -0.2 0.2
0.3 -0.6 -0.9
0.8 -1.5 0.1
-0.8 0.2 -0.2
1.2 0.0 0.4
-0.7 0.3 0.9
-0.1 -0.2 -0.2
-0.6 -1.5 -0.6
0.3 0.9 -0.2
0.3 -0.4 -1.8
0.5 0.5 0.4
0.2 -0.2 -0.2
0.1 -0.3 0.2
-0.1 -0.1 -0.1
0.2 0.1 0.2
0.2 0.6 -0.3
0.4 -0.5 -0.5
0.8 -0.3 0.2
-0.3 0.3 0.2
0.3 0.1 0.2
0.5 -0.1 0.2
-0.2 -0.1 0.0
-0.5 0.5 0.1
0.1 -0.3 0.3
0.3 0.7 0.8
-0.5 0.4 -0.1
0.4 0.1 0.0
0.5 -0.1 -0.7
0.1 0.4 0.8
0.0 0.0 0.5
0.1 -0.3 0.1
-0.2 0.4 0.5
-0.6 -0.6 1.1
0.4 0.4 -0.3
-0.3 0.2 -2.0
1.1 0.6 1.4
-1.4 -1.5 0.3
0.0 0.4 -1.2
0.4 0.4 -0.8
0.4 0.2 0.7
-0.2 -0.2 0.2
0.0 -0.2 0.1
0.4 0.5 0.3
0.2 -0.4 0.0
0.2 0.8 1.9
-0.8 0.3 -2.0
0.1 -0.1 -1.8
-0.5 -2.7 0.2
-0.5 -0.2 1.0
1.2 0.5 -0.7
0.5 1.9 1.7
-0.1 -0.6 -1.1
-0.1 1.1 -0.7
0.2 -0.1 0.1
-0.1 0.4 0.7
-0.1 -0.4 0.1
-0.4 -0.2 0.3

Summary:
2S+1: 6
<S²>: 8.7924
HOMO energy (spin up / spin down): -7.0 / -7.0 eV

=====

Entry 2:
Computed, not measured: C50H41N9O3S3Ti as an isolated structure, with ωB97M-V/def2-TZVPD.

Positions of all 107 atoms, in Å:
Ti  -0.01721  -1.08622  -0.71476
O  -1.15312  -2.48323  -7.62393
C  -0.74301  -3.35182  -6.83727
O  -0.35964  -4.51997  -7.00206
C  -0.68126  -2.87351  -5.36100
C  -1.09016  -1.59515  -5.01350
C  -1.02788  -1.20479  -3.69178
N  -0.55798  -2.00742  -2.71810
C  -0.21570  -3.26012  -3.04274
C  -0.25852  -3.71764  -4.34984
C  0.16478  -4.11624  -1.89758
C  0.39031  -5.47868  -2.04908
C  0.74312  -6.22914  -0.94400
C  0.87623  -5.58760  0.27538
C  0.63835  -4.22738  0.33844
N  0.26567  -3.49625  -0.71444
C  -1.57087  0.07949  -3.20351
C  -2.28219  0.96695  -4.00490
C  -2.86873  2.07160  -3.41805
C  -2.73676  2.26422  -2.05000
C  -1.98348  1.36076  -1.32597
N  -1.40168  0.29704  -1.89505
H  -1.45353  -0.95965  -5.80981
H  0.02696  -4.71908  -4.64014
H  0.28653  -5.94071  -3.01895
H  0.91893  -7.29257  -1.03774
H  1.16879  -6.11808  1.17085
H  0.77115  -3.70371  1.27161
H  -2.38885  0.77703  -5.06246
H  -3.43471  2.76930  -4.02165
H  -3.19470  3.10505  -1.54693
H  -1.82200  1.47768  -0.26008
N  4.15426  -1.12661  0.88826
C  2.81269  -1.26396  0.57693
S  2.45309  -1.43324  -1.12904
N  1.98945  -1.24610  1.57509
N  0.65178  -1.32449  1.22308
C  -0.20114  -1.75426  2.15626
C  0.19943  -2.23173  3.50239
C  1.06008  -1.51840  4.33961
C  1.39422  -1.99955  5.59410
C  0.89138  -3.21492  6.03889
C  0.05757  -3.94945  5.21092
C  -0.28103  -3.46299  3.95665
C  -1.55277  -1.84421  1.70818
C  -2.66211  -2.11254  2.54092
C  -3.91241  -2.22266  2.00239
C  -4.08320  -2.06774  0.61318
C  -2.98886  -1.75226  -0.14013
N  -1.74458  -1.61051  0.37040
H  4.78781  -1.52916  0.21676
H  4.37677  -1.32424  1.85324
H  1.48687  -0.59321  3.98765
H  2.05768  -1.42473  6.22794
H  1.15668  -3.58913  7.01915
H  -0.32824  -4.90730  5.53600
H  -0.92128  -4.05324  3.31205
H  -2.51044  -2.21404  3.60591
H  -4.76449  -2.41553  2.64086
H  -5.05250  -2.16696  0.14605
H  -3.07235  -1.60189  -1.20910
N  0.45738  1.54735  2.59541
C  -0.86057  1.36209  2.86099
N  -1.78353  1.45459  1.95677
C  -3.03338  1.22234  2.51112
C  -4.23906  1.23924  1.81477
C  -5.41438  0.98122  2.49713
C  -5.40772  0.70914  3.86590
C  -4.21870  0.69950  4.57681
C  -3.04349  0.95985  3.88815
S  -1.40689  0.98305  4.48605
H  0.71831  1.36097  1.63077
H  1.12055  1.24271  3.28619
H  -4.24469  1.43690  0.75069
H  -6.35458  0.98617  1.96042
H  -6.33866  0.50854  4.37974
H  -4.20939  0.49091  5.63880
O  0.68170  1.01576  -0.37009
S  1.52672  1.65813  -1.47754
C  0.82887  3.30527  -1.77001
C  0.79780  4.27196  -0.62407
C  0.02187  4.02466  0.50319
C  0.01239  4.92901  1.55578
C  0.76772  6.09047  1.48870
C  1.53303  6.35030  0.35898
C  1.54771  5.44452  -0.69118
C  3.07804  2.08094  -0.66354
C  4.03391  2.66311  -1.66987
C  4.40725  1.92103  -2.78900
C  5.27632  2.46234  -3.72421
C  5.78457  3.74209  -3.54607
C  5.42375  4.48002  -2.42803
C  4.54677  3.94400  -1.49530
H  -0.16813  3.09101  -2.16401
H  1.43021  3.68944  -2.59809
H  -0.57727  3.12663  0.57515
H  -0.59094  4.71594  2.42940
H  0.75592  6.79529  2.31002
H  2.11688  7.25946  0.29347
H  2.14718  5.64620  -1.57125
H  3.43749  1.13504  -0.25354
H  2.85299  2.77241  0.14998
H  4.01547  0.91744  -2.92015
H  5.55936  1.88199  -4.59259
H  6.46404  4.16108  -4.27671
H  5.82393  5.47499  -2.28103
H  4.26001  4.51982  -0.62365

Force components x, y, z for each atom (eV/Å):
0.0 -0.5 -0.2
0.0 0.0 0.0
0.1 0.0 0.0
-0.1 0.0 0.0
0.0 0.0 0.0
0.0 0.0 0.0
0.0 0.0 0.1
0.1 0.2 0.0
0.0 0.0 0.0
0.0 0.0 0.0
0.0 0.1 -0.1
0.0 0.0 0.0
0.0 0.0 0.0
0.0 0.0 0.0
0.0 0.0 0.0
0.0 0.0 -0.1
0.1 -0.1 0.0
0.0 0.0 0.0
0.0 0.0 -0.1
0.0 0.0 0.1
0.0 0.0 0.0
0.0 0.1 0.2
0.0 0.0 0.0
0.0 0.0 0.0
0.0 0.0 0.0
0.0 0.0 0.0
0.0 0.0 0.0
0.0 0.0 0.0
0.0 0.0 0.0
0.0 0.0 0.0
0.0 0.0 0.0
0.0 0.0 0.0
-0.1 0.1 0.0
0.1 -0.1 0.0
0.0 0.1 0.0
0.0 0.0 0.0
0.0 0.1 -0.1
0.0 0.1 0.1
0.0 -0.1 0.0
0.0 -0.1 0.0
0.0 0.0 0.0
0.0 0.0 0.0
0.0 0.0 0.0
0.0 0.0 0.0
-0.1 0.0 0.0
0.0 0.0 0.0
0.0 0.0 0.0
0.0 0.0 0.0
0.0 0.0 0.0
0.0 0.1 0.1
0.0 0.0 0.0
0.0 0.0 0.0
0.0 0.0 0.0
0.0 0.0 0.0
0.0 0.0 0.0
0.0 0.0 0.0
0.0 0.0 0.0
0.0 0.0 0.0
0.0 0.0 0.0
0.0 0.0 0.0
0.0 0.0 0.0
0.0 0.1 0.0
0.0 -0.1 -0.1
0.0 0.0 0.0
0.0 0.1 0.0
0.0 0.0 0.0
0.0 0.0 0.0
0.0 0.0 0.0
0.0 0.0 0.0
0.0 0.0 0.0
0.0 0.1 0.1
0.0 0.0 0.0
0.0 0.0 0.0
0.0 0.0 0.0
0.0 0.0 0.0
0.0 0.0 0.0
0.0 0.0 0.0
0.0 0.0 0.0
0.0 -0.2 0.1
0.0 0.1 -0.1
0.0 0.0 0.0
-0.1 0.0 0.0
0.0 0.0 0.0
0.0 0.0 0.0
0.0 0.0 0.0
0.0 0.0 0.0
0.1 0.1 0.0
0.0 0.0 0.0
0.0 0.0 0.0
0.0 0.0 0.0
0.0 0.0 0.0
0.0 0.0 0.0
0.0 0.0 0.0
0.1 0.0 0.0
0.0 0.0 0.0
0.0 0.0 0.0
0.0 0.0 0.0
0.0 0.0 0.0
0.0 0.0 0.0
0.0 0.0 0.0
-0.1 0.0 0.0
0.0 0.0 0.0
0.0 0.0 0.0
0.0 0.0 0.0
0.0 0.0 0.0
0.0 0.0 0.0
0.0 0.0 0.0

Summary:
2S+1: 3
<S²>: 2.0149
HOMO energy (spin up / spin down): -6.1 / -7.7 eV